Density functional theory data (the ωB97M-V functional and the def2-TZVPD basis) for a molecular structure, C5H9BO3S at a distorted geometry.

```
19
Properties=species:S:1:pos:R:3
B -0.564 -1.004 0.591
C -0.391 -1.531 2.226
C 0.666 -1.003 2.806
C 1.335 1.038 0.537
C 0.457 0.386 -0.525
C -1.057 1.139 -2.302
O -1.524 -1.406 -0.256
O 1.229 -0.347 -1.506
O -0.277 1.333 -1.172
S 1.832 0.039 1.984
H -1.049 -2.261 2.607
H 1.108 -1.081 3.746
H 2.286 1.580 0.169
H 0.804 1.830 1.072
H -1.154 1.990 -2.944
H -2.089 0.968 -1.977
H -0.752 0.281 -2.738
H -2.104 -2.182 -0.034
H 1.245 0.232 -2.285
```

ΔE to the lowest compared entry with this formula, charge and spin	248.7	kJ/mol
2S+1	1
orbital gap	8.7	eV
LUMO level	0.477	eV